Molecular formula: C25H22Br2FeN5O2S2
Method: DFT, ωB97M-V/def2-TZVPD

The LUMO energy (spin up / spin down) comes out at 2.3 / 1.8 eV. The HOMO energy (spin up / spin down) comes out at -1.93 / -4.07 eV. Its orbital gap (spin up / spin down) is 4.2 / 5.8 eV. The relative energy (zero: lowest compared OMol25 entry of this formula, charge and spin) comes out at 1.029 eV. The calculation puts the total energy at -8598.30590 a.u. The maximum force is 0.2 eV Å⁻¹.

ORCA input file:
```
! wB97M-V def2-TZVPD RIJCOSX def2/J DEFGRID3
* xyz -1 5
Fe 0.532 0.974 0.164
C -0.630 0.290 5.540
S -0.034 1.808 4.771
C -0.374 1.511 3.065
S 0.088 2.757 1.993
N -0.916 0.370 2.766
N -0.984 0.147 1.389
C -2.148 -0.236 0.972
C -2.395 -0.704 -0.355
C -3.583 -0.399 -1.017
C -3.654 -0.444 -2.387
C -2.468 -0.733 -3.124
C -1.357 -1.145 -2.484
N -1.375 -1.321 -1.100
H -0.455 0.398 6.610
H -0.091 -0.576 5.161
H -1.692 0.153 5.349
H -2.996 -0.170 1.652
H -4.401 -0.001 -0.429
H -4.555 -0.144 -2.903
H -2.434 -0.596 -4.196
H -0.424 -1.397 -2.964
Br -2.760 2.936 -3.059
C -0.969 2.371 -3.336
C -0.396 2.532 -4.591
C 0.907 2.127 -4.798
Br 1.640 2.353 -6.548
C 1.700 1.568 -3.777
C 3.041 1.109 -3.906
C 3.653 0.528 -2.780
C 2.997 0.449 -1.581
N 1.729 0.928 -1.399
C 1.081 1.444 -2.513
C -0.260 1.809 -2.275
O -0.762 1.583 -1.076
H -0.968 2.973 -5.396
H 3.553 1.177 -4.854
H 4.655 0.123 -2.850
H 3.465 -0.017 -0.724
C 5.138 -0.304 4.312
C 4.056 -0.083 3.296
C 3.022 -0.989 3.121
C 2.031 -0.727 2.189
N 2.021 0.367 1.434
C 3.024 1.241 1.588
C 4.045 1.053 2.494
H 5.049 -1.283 4.780
H 5.084 0.454 5.095
H 6.125 -0.230 3.851
H 2.971 -1.898 3.707
H 1.209 -1.412 2.045
H 2.986 2.117 0.953
H 4.825 1.800 2.575
C -0.883 -2.883 0.774
C -0.502 -2.280 -0.557
O 0.449 -2.684 -1.194
H -0.390 -3.851 0.828
H -1.963 -2.997 0.863
H -0.562 -2.267 1.611
*
```


Molecular formula: C25H22BrMgN4O2S4Sb
Method: DFT, ωB97M-V/def2-TZVPD

The LUMO energy comes out at 3.8 eV. The HOMO energy comes out at -0.41 eV. Its orbital gap is 4.2 eV. The relative energy (zero: lowest compared OMol25 entry of this formula, charge and spin) comes out at 4.789 eV. The calculation puts the total energy at -5942.56051 a.u. The maximum force is 3.1 eV Å⁻¹.

ORCA input file:
```
! wB97M-V def2-TZVPD RIJCOSX def2/J DEFGRID3
* xyz -2 1
Mg 0.662 0.531 -0.166
C 2.829 -0.110 1.946
N 1.478 0.506 2.077
C 1.377 1.944 2.459
C 1.648 2.935 1.350
C 2.345 4.152 1.611
C 2.691 4.865 0.451
C 2.425 4.384 -0.787
C 1.732 3.154 -1.013
N 1.117 2.612 0.184
C 0.642 -0.264 3.029
C -0.685 -0.556 2.359
C -1.543 -1.327 3.132
C -2.896 -1.331 2.790
C -3.272 -0.869 1.596
C -2.246 -0.430 0.564
N -0.966 -0.068 1.143
C 2.843 -1.271 0.854
C 3.874 -2.234 0.887
C 3.972 -3.081 -0.225
C 3.122 -2.850 -1.349
C 2.142 -1.862 -1.256
N 2.057 -1.085 -0.176
H 3.072 -0.612 2.913
H 3.543 0.662 1.765
H 2.105 2.178 3.278
H 0.393 2.085 2.940
H 2.545 4.485 2.598
H 3.151 5.843 0.591
H 2.979 4.904 -1.545
H 1.033 3.302 -1.817
H 0.316 0.300 3.952
H 1.034 -1.196 3.347
H -1.205 -1.913 4.000
H -3.656 -1.695 3.487
H -4.302 -1.054 1.236
H -2.565 0.461 0.046
H 4.610 -2.227 1.726
H 4.653 -3.930 -0.217
H 3.297 -3.408 -2.232
H 1.437 -1.614 -2.038
S 3.441 0.034 -4.434
Sb 2.624 2.157 -4.058
S -0.461 2.242 -2.982
S 0.297 1.565 -4.830
S 2.907 1.758 -1.558
Br -7.041 0.360 -1.798
C -5.576 -0.871 -2.035
C -5.689 -1.927 -2.974
C -4.679 -2.889 -2.993
C -3.646 -2.717 -2.092
C -3.407 -1.578 -1.367
C -4.481 -0.620 -1.273
C -2.147 -1.541 -0.580
O -1.202 -2.290 -0.688
O -0.181 0.980 -2.071
H -6.589 -1.982 -3.631
H -4.679 -3.743 -3.685
H -2.838 -3.438 -1.960
H -4.439 0.184 -0.483
*
```


Molecular formula: C25H22Cl2F4
Method: DFT, ωB97M-V/def2-TZVPD

The LUMO energy comes out at 0.5 eV. The HOMO energy comes out at -9.01 eV. Its orbital gap is 9.5 eV. The relative energy (zero: lowest compared OMol25 entry of this formula, charge and spin) comes out at 0.746 eV. The calculation puts the total energy at -2285.63308 a.u. The maximum force is 3.6 eV Å⁻¹. Its SMILES is Fc1ccccc1.Fc1ccccc1.Fc1ccccc1.Fc1ccccc1.ClCCl.

ORCA input file:
```
! wB97M-V def2-TZVPD RIJCOSX def2/J DEFGRID3
* xyz 0 1
F 0.414 -7.521 -2.913
C -0.354 -6.552 -2.506
C 0.224 -5.289 -2.263
C -0.582 -4.221 -1.816
C -1.954 -4.389 -1.668
C -2.491 -5.688 -1.777
C -1.673 -6.801 -2.101
H 1.266 -5.092 -2.467
H -0.191 -3.217 -1.750
H -2.668 -3.604 -1.468
H -3.502 -5.960 -1.510
H -1.933 -7.848 -2.151
F 1.486 -0.310 -2.159
C 1.621 0.801 -1.349
C 2.849 1.291 -1.015
C 2.898 2.424 -0.166
C 1.738 2.934 0.378
C 0.526 2.462 0.006
C 0.441 1.412 -0.921
H 3.709 0.779 -1.421
H 3.860 2.806 0.142
H 1.724 3.810 1.009
H -0.380 2.924 0.370
H -0.537 0.969 -1.033
F -3.139 2.153 -1.230
C -2.687 3.462 -1.300
C -3.161 4.343 -0.265
C -2.741 5.678 -0.285
C -2.012 6.119 -1.353
C -1.576 5.272 -2.401
C -1.909 3.943 -2.394
H -3.690 4.036 0.625
H -3.026 6.392 0.473
H -1.802 7.168 -1.503
H -1.000 5.582 -3.260
H -1.669 3.273 -3.207
F 4.750 -2.324 4.753
C 3.739 -1.667 4.105
C 2.422 -1.969 4.380
C 1.421 -1.305 3.662
C 1.778 -0.464 2.584
C 3.099 -0.203 2.276
C 4.084 -0.816 3.031
H 2.086 -2.652 5.146
H 0.399 -1.632 3.790
H 0.950 -0.113 1.987
H 3.395 0.413 1.440
H 5.132 -0.636 2.844
Cl -2.159 -1.239 0.046
C -2.273 0.110 1.253
Cl -1.973 -0.492 2.941
H -1.635 0.973 1.060
H -3.296 0.473 1.348
*
```


Molecular formula: C25H22ClN4O4STl
Method: DFT, ωB97M-V/def2-TZVPD

The LUMO energy comes out at -1.3 eV. The HOMO energy comes out at -8.22 eV. Its orbital gap is 6.9 eV. The relative energy (zero: lowest compared OMol25 entry of this formula, charge and spin) comes out at 2.026 eV. The calculation puts the total energy at -2516.54083 a.u. The maximum force is 2.6 eV Å⁻¹.

ORCA input file:
```
! wB97M-V def2-TZVPD RIJCOSX def2/J DEFGRID3
* xyz 0 1
Tl -0.157 0.303 -0.044
C 3.034 -0.289 -0.421
N 2.182 0.733 0.164
C 2.572 1.374 1.199
C 1.861 2.481 1.767
C 2.052 3.107 2.984
C 1.260 4.274 3.003
C 0.639 4.363 1.791
N 0.971 3.268 1.046
C 3.418 -1.362 0.566
C 2.414 -2.170 1.085
C 2.714 -3.166 1.994
C 4.028 -3.374 2.381
C 5.035 -2.581 1.861
C 4.731 -1.570 0.962
H 3.929 0.184 -0.836
H 2.460 -0.740 -1.233
H 3.518 1.132 1.693
H 2.674 2.752 3.784
H 1.175 4.977 3.808
H -0.033 5.101 1.398
H 1.400 -2.027 0.746
H 1.921 -3.779 2.396
H 4.262 -4.155 3.088
H 6.060 -2.748 2.162
H 5.522 -0.952 0.559
O -0.477 1.119 -2.218
N -1.559 1.756 -2.540
C -1.899 1.768 -3.842
C -3.017 2.416 -4.299
C -3.824 3.093 -3.388
C -3.480 3.065 -2.058
C -2.347 2.377 -1.621
S -1.989 2.295 0.058
H -1.215 1.224 -4.473
H -3.251 2.397 -5.350
H -4.701 3.625 -3.719
H -4.074 3.565 -1.311
Cl -5.949 -3.205 0.436
C -4.337 -3.011 -0.163
C -3.905 -1.751 -0.543
C -2.610 -1.598 -1.011
C -1.756 -2.689 -1.109
C -2.220 -3.951 -0.751
C -3.506 -4.116 -0.271
C -0.330 -2.553 -1.614
O 0.144 -3.442 -2.293
O 0.321 -1.502 -1.264
H -4.575 -0.908 -0.480
H -2.286 -0.626 -1.363
H -1.558 -4.797 -0.860
H -3.869 -5.090 0.020
O 0.362 3.984 -0.920
N 0.616 3.002 -0.251
C -0.540 -0.327 2.083
H -1.294 0.337 2.488
H 0.384 -0.247 2.639
H -0.898 -1.348 2.086
*
```


Repeat the first record exactly.
Molecular formula: C25H22Br2FeN5O2S2
Method: DFT, ωB97M-V/def2-TZVPD

The LUMO energy (spin up / spin down) comes out at 2.3 / 1.8 eV. The HOMO energy (spin up / spin down) comes out at -1.93 / -4.07 eV. Its orbital gap (spin up / spin down) is 4.2 / 5.8 eV. The relative energy (zero: lowest compared OMol25 entry of this formula, charge and spin) comes out at 1.029 eV. The calculation puts the total energy at -8598.30590 a.u. The maximum force is 0.2 eV Å⁻¹.

ORCA input file:
```
! wB97M-V def2-TZVPD RIJCOSX def2/J DEFGRID3
* xyz -1 5
Fe 0.532 0.974 0.164
C -0.630 0.290 5.540
S -0.034 1.808 4.771
C -0.374 1.511 3.065
S 0.088 2.757 1.993
N -0.916 0.370 2.766
N -0.984 0.147 1.389
C -2.148 -0.236 0.972
C -2.395 -0.704 -0.355
C -3.583 -0.399 -1.017
C -3.654 -0.444 -2.387
C -2.468 -0.733 -3.124
C -1.357 -1.145 -2.484
N -1.375 -1.321 -1.100
H -0.455 0.398 6.610
H -0.091 -0.576 5.161
H -1.692 0.153 5.349
H -2.996 -0.170 1.652
H -4.401 -0.001 -0.429
H -4.555 -0.144 -2.903
H -2.434 -0.596 -4.196
H -0.424 -1.397 -2.964
Br -2.760 2.936 -3.059
C -0.969 2.371 -3.336
C -0.396 2.532 -4.591
C 0.907 2.127 -4.798
Br 1.640 2.353 -6.548
C 1.700 1.568 -3.777
C 3.041 1.109 -3.906
C 3.653 0.528 -2.780
C 2.997 0.449 -1.581
N 1.729 0.928 -1.399
C 1.081 1.444 -2.513
C -0.260 1.809 -2.275
O -0.762 1.583 -1.076
H -0.968 2.973 -5.396
H 3.553 1.177 -4.854
H 4.655 0.123 -2.850
H 3.465 -0.017 -0.724
C 5.138 -0.304 4.312
C 4.056 -0.083 3.296
C 3.022 -0.989 3.121
C 2.031 -0.727 2.189
N 2.021 0.367 1.434
C 3.024 1.241 1.588
C 4.045 1.053 2.494
H 5.049 -1.283 4.780
H 5.084 0.454 5.095
H 6.125 -0.230 3.851
H 2.971 -1.898 3.707
H 1.209 -1.412 2.045
H 2.986 2.117 0.953
H 4.825 1.800 2.575
C -0.883 -2.883 0.774
C -0.502 -2.280 -0.557
O 0.449 -2.684 -1.194
H -0.390 -3.851 0.828
H -1.963 -2.997 0.863
H -0.562 -2.267 1.611
*
```


Repeat the third record exactly.
Molecular formula: C25H22Cl2F4
Method: DFT, ωB97M-V/def2-TZVPD

The LUMO energy comes out at 0.5 eV. The HOMO energy comes out at -9.01 eV. Its orbital gap is 9.5 eV. The relative energy (zero: lowest compared OMol25 entry of this formula, charge and spin) comes out at 0.746 eV. The calculation puts the total energy at -2285.63308 a.u. The maximum force is 3.6 eV Å⁻¹. Its SMILES is Fc1ccccc1.Fc1ccccc1.Fc1ccccc1.Fc1ccccc1.ClCCl.

ORCA input file:
```
! wB97M-V def2-TZVPD RIJCOSX def2/J DEFGRID3
* xyz 0 1
F 0.414 -7.521 -2.913
C -0.354 -6.552 -2.506
C 0.224 -5.289 -2.263
C -0.582 -4.221 -1.816
C -1.954 -4.389 -1.668
C -2.491 -5.688 -1.777
C -1.673 -6.801 -2.101
H 1.266 -5.092 -2.467
H -0.191 -3.217 -1.750
H -2.668 -3.604 -1.468
H -3.502 -5.960 -1.510
H -1.933 -7.848 -2.151
F 1.486 -0.310 -2.159
C 1.621 0.801 -1.349
C 2.849 1.291 -1.015
C 2.898 2.424 -0.166
C 1.738 2.934 0.378
C 0.526 2.462 0.006
C 0.441 1.412 -0.921
H 3.709 0.779 -1.421
H 3.860 2.806 0.142
H 1.724 3.810 1.009
H -0.380 2.924 0.370
H -0.537 0.969 -1.033
F -3.139 2.153 -1.230
C -2.687 3.462 -1.300
C -3.161 4.343 -0.265
C -2.741 5.678 -0.285
C -2.012 6.119 -1.353
C -1.576 5.272 -2.401
C -1.909 3.943 -2.394
H -3.690 4.036 0.625
H -3.026 6.392 0.473
H -1.802 7.168 -1.503
H -1.000 5.582 -3.260
H -1.669 3.273 -3.207
F 4.750 -2.324 4.753
C 3.739 -1.667 4.105
C 2.422 -1.969 4.380
C 1.421 -1.305 3.662
C 1.778 -0.464 2.584
C 3.099 -0.203 2.276
C 4.084 -0.816 3.031
H 2.086 -2.652 5.146
H 0.399 -1.632 3.790
H 0.950 -0.113 1.987
H 3.395 0.413 1.440
H 5.132 -0.636 2.844
Cl -2.159 -1.239 0.046
C -2.273 0.110 1.253
Cl -1.973 -0.492 2.941
H -1.635 0.973 1.060
H -3.296 0.473 1.348
*
```


relative energy (zero: lowest compared OMol25 entry of this formula, charge and spin) of number 2 (C25H22BrMgN4O2S4Sb)?
4.789 eV